No. 1
The following is a DFT calculation (ωB97M-V with the def2-TZVPD basis set) of 2 unconnected molecules or ions with the total composition C20H22F3NOS2 in a non-equilibrium geometry.

As for the frontier orbital gap: 3.88 eV. As for the HOMO energy: -5.782 eV. As for the multiplicity: 1.

CARTESIAN COORDINATES (ANGSTROEM)
C 1.0529 0.8785 -1.7097
S -0.1271 -0.2035 -2.5331
C 0.8964 -1.6505 -2.8073
C -1.3846 -1.1360 -1.0153
C -2.8060 -0.9514 -1.4540
C -3.7302 -1.8975 -1.0094
C -5.0092 -1.9247 -1.5519
C -5.3932 -0.9008 -2.4269
C -6.6681 -0.9626 -3.0817
N -7.6951 -1.0783 -3.6341
C -4.5077 0.1479 -2.7281
C -3.2312 0.1655 -2.1775
H 0.5310 1.7708 -1.3572
H 1.5317 0.3619 -0.8773
H 1.8065 1.1905 -2.4512
H 0.7546 -1.9411 -3.8529
H 1.9419 -1.3913 -2.6312
H 0.5740 -2.4523 -2.1397
H -1.0299 -2.1779 -1.0605
H -3.4312 -2.6430 -0.2713
H -5.6885 -2.7494 -1.3220
H -4.8055 0.9319 -3.4258
H -2.5550 1.0132 -2.3276
C 1.8029 2.0621 3.9073
C 1.4187 1.7535 2.4280
C 1.0537 3.0410 1.6511
C 2.5596 0.9457 1.7391
C 2.8031 -0.3851 2.1070
C 3.8642 -1.1008 1.5587
C 4.6731 -0.5107 0.5757
C 4.4029 0.7994 0.1701
C 3.3594 1.5171 0.7475
O 0.3758 1.0255 2.7272
S -0.9342 -0.3232 0.3887
C -1.1355 -1.6004 1.7117
F -1.8592 -1.1012 2.7362
F -1.7576 -2.7606 1.3095
F 0.0879 -1.9459 2.1866
H 2.6848 2.6948 4.0010
H 0.9442 2.5248 4.4119
H 1.9741 1.1051 4.4193
H 1.8436 3.8034 1.6860
H 0.8130 2.8185 0.6039
H 0.1397 3.4621 2.0859
H 2.1332 -0.8588 2.8277
H 4.0577 -2.1209 1.8895
H 5.5058 -1.0596 0.1558
H 5.0142 1.2758 -0.6088
H 3.1484 2.5386 0.4292

---

No. 2
The following is a DFT calculation (ωB97M-V with the def2-TZVPD basis set) of C20H22FN5O3 in the gas phase in a non-equilibrium geometry.

As for the frontier orbital gap: 8.61 eV. As for the HOMO energy: -8.864 eV. As for the multiplicity: 1. The SMILES is Cc1ccc(F)cc1NC(=O)[C@@]12C[C@H]3C[C@@H](C1)C[C@](n1cnc([N+](=O)[O-])n1)(C3)C2.

CARTESIAN COORDINATES (ANGSTROEM)
C -3.8029 1.1643 1.0373
C -4.1303 1.1911 -0.4297
C -5.4441 1.3553 -0.8400
C -5.7919 1.3883 -2.1789
C -4.7856 1.2523 -3.1148
F -5.0994 1.2813 -4.4249
C -3.4626 1.0857 -2.7552
C -3.1299 1.0548 -1.4061
N -1.8079 0.8850 -0.9794
C -0.6718 0.7734 -1.7216
O -0.6353 0.7906 -2.9296
C 0.6014 0.6008 -0.8710
C 1.8073 0.5615 -1.8166
C 3.0943 0.3649 -1.0210
C 3.2714 1.5198 -0.0375
C 2.0741 1.5598 0.9091
C 0.7834 1.7632 0.1132
C 1.9895 0.2452 1.6833
C 1.8206 -0.9119 0.6932
N 1.7851 -2.1541 1.4480
C 0.9136 -3.1839 1.4319
N 1.2927 -4.1117 2.2740
C 2.4260 -3.6058 2.7948
N 3.2087 -4.2758 3.7799
O 2.8212 -5.3558 4.1586
O 4.2066 -3.7086 4.1664
N 2.7499 -2.4208 2.3127
C 3.0234 -0.9547 -0.2546
C 0.5304 -0.7306 -0.1048
H -3.1197 1.9719 1.3047
H -4.7101 1.2921 1.6213
H -3.3550 0.2122 1.3262
H -6.2172 1.4608 -0.0937
H -6.8146 1.5163 -2.4933
H -2.7039 0.9844 -3.5121
H -1.7016 0.8740 0.0232
H 1.8495 1.4935 -2.3813
H 1.6752 -0.2463 -2.5378
H 3.9441 0.3333 -1.7087
H 4.1915 1.3881 0.5340
H 3.3453 2.4623 -0.5822
H 2.1929 2.3849 1.6183
H 0.8308 2.7022 -0.4412
H -0.0556 1.8308 0.8104
H 2.8969 0.0848 2.2662
H 1.1432 0.2648 2.3751
H 0.0376 -3.2432 0.8225
H 3.9321 -1.1111 0.3288
H 2.9147 -1.7900 -0.9504
H 0.4109 -1.5450 -0.8232
H -0.3247 -0.7444 0.5767

---

No. 3
The following is a DFT calculation (ωB97M-V with the def2-TZVPD basis set) of a molecular structure, C20H22HgN3O in a non-equilibrium geometry.

As for the frontier orbital gap (spin up / spin down): 8.09 / 4.91 eV. As for the HOMO energy (spin up / spin down): -7.396 / -7.276 eV. As for the multiplicity: 2.

CARTESIAN COORDINATES (ANGSTROEM)
Hg 2.2662 -0.5961 1.2443
C -0.4034 -3.1743 -0.9004
N 0.8601 -2.3966 -1.0249
C 1.8991 -2.8798 -1.5999
C 3.2124 -2.2994 -1.5324
C 4.4558 -2.9292 -1.7245
C 5.4508 -1.9814 -1.4604
C 4.7693 -0.8228 -1.1615
N 3.3865 -0.9985 -1.2202
C -1.5361 -2.2684 -1.2409
C -2.2332 -2.5332 -2.4202
C -3.3054 -1.7473 -2.7395
C -3.8282 -0.8064 -1.8456
C -3.0989 -0.5745 -0.6766
C -1.9609 -1.3005 -0.3645
H -0.4395 -3.4695 0.1813
H -0.3029 -4.0010 -1.5704
H 1.9403 -3.8819 -2.0172
H 4.5369 -3.9566 -2.0538
H 6.5420 -2.1280 -1.5687
H 5.2027 0.1073 -0.8961
H -1.8679 -3.3273 -3.0850
H -3.8383 -1.8588 -3.7021
H -4.6917 -0.1856 -2.1100
H -3.4257 0.2095 0.0233
H -1.3840 -0.9555 0.4966
O -0.4244 0.1256 3.2924
C -1.3250 1.2193 3.6044
C -0.5875 2.5728 3.7994
C 0.3943 2.9641 2.6620
C -0.0897 2.9014 1.2349
C -1.3485 3.3884 0.8444
C -1.7337 3.3106 -0.4850
C -0.8024 2.8137 -1.3899
C 0.4591 2.3712 -0.9078
N 0.8332 2.4220 0.3658
H 0.0718 -0.1805 4.0723
H -1.9620 0.9818 4.4667
H -1.9171 1.2755 2.6712
H 0.0108 2.6304 4.7205
H -1.3000 3.3890 3.8998
H 1.2505 2.2573 2.6247
H 0.7771 3.9584 2.8354
H -2.0480 3.8010 1.5900
H -2.7131 3.6581 -0.8410
H -0.9838 2.8918 -2.4734
H 1.2325 2.0038 -1.6176